Entry 1:
Molecular formula: C5H12ClGaO3PS
Method: DFT, the ωB97M-V functional and the def2-TZVPD basis

Values from the calculation:
E_HOMO, hartree: -0.1253
Electronic energy, eV: -96548.8816
2S+1: 1
Net charge: -1
Orbital gap, eV: 5.93

Positions of all 24 atoms, in Å:
1 C 1.9177 1.4102 2.0067
2 P 1.7745 0.3240 0.4637
3 O 1.6091 1.3871 -0.8529
4 Ga 3.8587 -0.7440 0.3251
5 S 3.8021 -2.6355 1.6372
6 Cl 5.4855 0.7267 0.9392
7 H 1.0159 1.3377 2.6214
8 H 2.1327 2.4406 1.7170
9 H 2.7351 1.0060 2.6105
10 H 0.8972 1.0520 -1.4163
11 H 4.1237 -1.1764 -1.1865
12 H 2.4894 -3.0025 1.5664
13 O -0.5681 0.4359 -2.3193
14 C -1.4677 0.1942 -1.5641
15 O -1.5038 0.6354 -0.2950
16 C -2.6415 0.0888 0.3825
17 C -3.6193 -0.2811 -0.7190
18 C -2.6806 -0.6549 -1.8571
19 H -2.3140 -0.7782 0.9613
20 H -3.0450 0.8343 1.0649
21 H -4.3109 -1.0733 -0.4342
22 H -4.2086 0.5945 -1.0006
23 H -2.3873 -1.7053 -1.8177
24 H -3.0949 -0.4164 -2.8333

Cartesian forces (eV/Å) of the 3 atoms listed first:
0.01 -0.49 -0.56
-0.69 -0.21 0.20
0.61 -0.05 0.85

---

Entry 2:
Molecular formula: C5H12F2NbO
Method: DFT, the ωB97M-V functional and the def2-TZVPD basis

Values from the calculation:
E_HOMO, hartree: -0.1820
Electronic energy, eV: -14407.2530
2S+1: 1
Net charge: -1
Orbital gap, eV: 7.57

Positions of all 21 atoms, in Å:
1 C 2.4193 -0.8954 -0.0756
2 C 2.2707 0.5923 -0.3997
3 C 0.8806 1.0198 -0.8006
4 F 0.5465 0.2815 -1.9805
5 Nb -0.8297 0.9194 0.7651
6 C -2.0644 -0.6218 -0.3904
7 C -2.8666 -1.5770 0.3779
8 O -2.9991 -1.7741 1.5467
9 F -3.6217 -2.3747 -0.4542
10 H 2.9269 -1.0532 0.8674
11 H 2.9725 -1.4046 -0.8550
12 H 1.4533 -1.3783 0.0026
13 H 2.5724 1.2143 0.4335
14 H 2.9365 0.8134 -1.2350
15 H 0.9325 2.0574 -1.1214
16 H 0.0417 -0.2913 1.8519
17 H 0.2884 2.1412 1.5637
18 H -1.6082 2.3456 -0.1282
19 H -2.0072 1.2521 2.1379
20 H -1.4828 -1.2087 -1.0971
21 H -2.7617 -0.0580 -1.0089

Cartesian forces (eV/Å) of the 3 atoms listed first:
-0.11 0.09 0.05
0.04 -0.16 -0.28
0.05 0.64 0.80